Record 1
93
Properties=species:S:1:pos:R:3:forces:R:3 method="wB97M-V/def2-TZVPD" homo_ha=-0.2663 e_tot_ev=-83797.7021 gap_ev=7.6 spin_multiplicity=1 e_lumo_ev=0.32
O 3.563 3.924 -2.830 -0.96 -0.64 -0.19
P 2.689 2.793 -3.730 1.82 -0.09 -1.43
P 0.536 3.268 -3.326 -1.09 0.49 1.97
Cl 3.011 0.950 -2.787 -0.11 0.47 0.14
H 4.138 4.343 -3.480 0.14 -0.03 0.19
H 0.757 4.497 -4.044 0.31 -0.26 -0.05
H 0.081 2.088 -3.986 0.32 0.16 -0.01
H 0.797 3.131 -1.913 -0.21 0.12 -0.39
H -0.809 3.724 -3.030 -0.12 -0.20 -0.31
C 0.963 -1.352 0.053 -0.38 0.52 0.00
C 0.774 0.094 -0.161 2.50 2.57 -1.87
N 0.621 1.265 -0.332 5.75 -5.41 -1.87
H 1.106 -1.550 1.117 -0.05 -0.01 -0.04
H 0.082 -1.899 -0.292 0.07 -0.04 0.06
H 1.837 -1.712 -0.495 -0.10 -0.01 0.03
C 6.400 -0.846 -2.267 0.07 -0.32 0.13
C 6.746 -2.222 -1.878 -0.22 0.96 -0.30
N 7.013 -3.292 -1.579 0.11 -0.62 0.10
H 7.076 -0.143 -1.784 -0.01 -0.04 0.01
H 6.482 -0.734 -3.347 -0.03 -0.03 0.02
H 5.378 -0.624 -1.964 0.02 0.01 -0.04
C 2.957 3.098 2.241 -0.10 -0.23 0.21
C 2.565 2.472 3.514 0.25 0.45 -0.89
N 2.252 1.985 4.499 -0.07 -0.21 0.41
H 4.043 3.142 2.167 -0.02 -0.01 0.04
H 2.565 2.510 1.410 -0.04 0.03 0.02
H 2.556 4.108 2.183 -0.02 -0.04 0.03
C 3.962 -5.177 -2.395 -0.31 0.12 0.13
C 2.529 -4.888 -2.551 1.02 -0.22 0.08
N 1.414 -4.663 -2.674 -0.59 0.14 -0.04
H 4.520 -4.734 -3.216 -0.16 -0.03 0.11
H 4.323 -4.762 -1.454 -0.02 -0.02 0.00
H 4.125 -6.254 -2.394 -0.04 0.01 -0.01
C -3.407 1.519 1.366 0.26 -0.23 -0.11
C -2.025 1.444 0.863 -1.02 -0.06 0.22
N -0.943 1.387 0.475 -7.14 2.54 3.79
H -4.091 1.073 0.644 0.04 0.09 -0.04
H -3.483 0.980 2.311 0.05 0.05 0.00
H -3.681 2.560 1.521 0.01 -0.02 -0.01
C -5.376 5.083 0.340 0.21 -0.25 -0.09
C -4.764 4.143 -0.613 -0.38 0.65 0.45
N -4.295 3.426 -1.372 0.17 -0.34 -0.21
H -6.074 4.553 0.987 -0.02 0.00 -0.08
H -4.602 5.544 0.953 0.03 0.03 -0.09
H -5.909 5.861 -0.202 0.02 -0.02 -0.01
C -7.134 0.440 2.602 0.00 0.44 -0.18
C -7.277 1.862 2.254 0.14 -1.00 0.23
N -7.384 2.971 1.998 -0.07 0.56 -0.12
H -7.002 0.335 3.675 -0.01 -0.02 -0.04
H -8.023 -0.108 2.298 0.02 0.00 0.04
H -6.266 0.020 2.094 -0.03 0.02 -0.01
C -0.003 1.548 6.796 -0.43 0.17 -0.05
C -1.444 1.772 6.589 0.98 -0.17 0.19
N -2.563 1.945 6.427 -0.58 0.02 -0.10
H 0.567 2.033 6.005 -0.04 -0.12 0.07
H 0.300 1.959 7.758 -0.06 -0.01 0.00
H 0.209 0.480 6.783 0.01 0.03 -0.04
C 0.339 -4.082 -5.889 0.06 -0.18 -0.40
C 0.458 -4.648 -7.244 -0.09 0.42 0.93
N 0.550 -5.087 -8.295 0.04 -0.23 -0.54
H 1.006 -4.606 -5.208 -0.04 0.04 0.01
H 0.606 -3.027 -5.905 0.01 -0.03 -0.01
H -0.684 -4.186 -5.534 0.03 -0.01 0.00
C -9.016 0.309 6.813 0.14 -0.23 -0.22
C -8.399 -0.641 5.874 -0.48 0.58 0.70
N -7.921 -1.382 5.145 0.25 -0.32 -0.32
H -9.701 -0.219 7.473 0.04 -0.02 -0.02
H -8.243 0.790 7.411 0.00 -0.03 -0.01
H -9.565 1.070 6.260 0.02 -0.02 -0.01
C -5.212 8.590 -1.800 0.31 -0.12 0.19
C -3.993 8.148 -1.102 -0.84 0.31 -0.50
N -3.048 7.803 -0.560 0.46 -0.20 0.31
H -5.780 7.723 -2.136 0.03 0.01 -0.01
H -5.829 9.182 -1.126 0.02 -0.01 -0.01
H -4.943 9.196 -2.663 0.00 -0.02 0.02
C 7.544 -5.004 -5.068 -0.40 0.13 -0.03
C 6.110 -4.716 -5.231 1.01 -0.22 0.01
N 4.995 -4.493 -5.353 -0.48 0.15 -0.16
H 8.107 -4.559 -5.887 0.00 0.01 0.04
H 7.900 -4.589 -4.126 -0.02 0.02 -0.02
H 7.706 -6.081 -5.068 -0.05 0.01 -0.02
C -4.866 -1.575 6.968 -0.12 -0.10 0.29
C -5.652 -2.236 8.022 0.53 0.45 -0.76
N -6.264 -2.746 8.840 -0.34 -0.23 0.43
H -4.230 -2.303 6.466 -0.03 -0.01 0.02
H -5.536 -1.126 6.237 0.00 -0.06 0.01
H -4.240 -0.797 7.404 -0.01 -0.01 -0.01
C 10.942 -7.168 -4.340 -0.02 0.38 -0.05
C 10.825 -5.722 -4.591 0.14 -1.00 0.19
N 10.735 -4.599 -4.784 -0.06 0.55 -0.11
H 11.075 -7.347 -3.275 -0.01 0.02 -0.02
H 10.041 -7.676 -4.678 0.02 0.01 0.00
H 11.800 -7.567 -4.879 -0.02 0.02 0.00

=====

Record 2
31
Properties=species:S:1:pos:R:3:forces:R:3 method="wB97M-V/def2-TZVPD" homo_ha="-0.3961 / -0.2952" de_lowest_kj_mol=0.00 e_tot_ev=-17601.4355 gap_ev="7.5 / 4.1" spin_multiplicity=2 e_lumo_ev="-3.32 / -3.98" total_charge=+1 s2=1.64
C -5.957 4.759 6.003 -0.33 0.32 0.27
O -4.663 4.172 6.133 -0.20 0.82 0.96
C -3.971 4.594 7.315 -0.03 0.38 0.31
C -2.550 4.085 7.312 1.57 1.08 -1.53
C -2.378 2.591 7.449 0.30 -0.05 0.28
O -2.741 1.934 6.225 0.74 -0.32 1.00
C -2.339 0.565 6.183 0.21 -0.34 0.30
Sr -4.115 2.641 4.596 -0.35 -0.47 -2.64
H -6.411 4.367 5.086 -0.02 0.10 0.15
H -6.576 4.486 6.869 0.07 0.09 -0.27
H -5.862 5.850 5.933 -0.08 -0.25 -0.02
H -4.528 4.223 8.190 0.12 0.12 -0.17
H -3.976 5.694 7.333 -0.01 -0.24 0.05
H -2.013 4.570 8.137 -0.27 -0.18 0.11
H -2.997 2.179 8.262 0.15 0.08 -0.14
H -1.326 2.352 7.656 -0.22 0.05 -0.01
H -2.664 0.151 5.222 0.08 -0.02 0.16
H -1.245 0.501 6.265 -0.26 -0.05 -0.06
H -2.811 0.012 7.006 0.13 0.05 -0.24
H -1.941 4.500 6.375 -1.47 -1.05 1.70
O 2.858 3.837 5.235 0.08 0.00 0.01
C 1.722 3.117 5.389 -0.23 -0.33 0.24
C 0.591 3.468 4.444 0.21 -0.13 -0.46
O 0.108 4.760 4.778 -0.52 0.00 0.51
C -1.090 5.096 4.248 0.00 0.02 -0.89
H 1.379 3.193 6.447 0.15 0.06 -0.28
H 1.973 2.035 5.280 0.05 0.34 -0.02
H -0.206 2.712 4.537 -0.04 0.21 0.00
H 0.945 3.479 3.400 -0.07 -0.07 0.28
H -1.423 6.105 4.493 0.18 -0.28 0.08
H -1.284 4.740 3.229 0.05 0.09 0.31

=====

Record 3
67
Properties=species:S:1:pos:R:3:forces:R:3 method="wB97M-V/def2-TZVPD" homo_ha="-0.4836 / -0.4841" de_lowest_kj_mol=23.12 e_tot_ev=-68526.7221 gap_ev="6.5 / 6.6" spin_multiplicity=3 e_lumo_ev="-6.70 / -6.58" total_charge=+2 s2=2.02
Mo 0.785 -0.107 -0.134 -0.15 0.26 -0.13
O -0.614 4.506 2.383 0.02 -0.13 -0.02
C -1.216 3.538 3.084 -0.04 0.07 0.00
C -2.145 3.946 4.044 0.01 -0.09 -0.01
C -2.795 3.015 4.822 -0.02 0.00 0.03
C -2.547 1.646 4.670 0.00 0.04 -0.01
C -1.652 1.234 3.712 0.02 -0.07 -0.01
C -0.981 2.161 2.894 -0.03 0.15 -0.05
C -0.061 1.686 1.871 -0.07 -0.30 0.17
O -0.136 0.378 1.533 0.06 0.32 0.05
N 0.802 2.464 1.306 0.22 -0.12 -0.24
N 1.597 1.718 0.435 -0.32 0.05 0.14
C 2.792 2.148 0.213 0.17 -0.02 -0.02
C 3.827 1.310 -0.327 -0.02 0.25 0.02
C 5.053 1.899 -0.683 0.04 -0.04 -0.02
C 6.125 1.121 -1.051 -0.04 -0.01 0.00
C 6.005 -0.272 -1.028 0.01 -0.05 0.01
C 4.819 -0.879 -0.662 0.16 0.12 -0.03
C 3.723 -0.093 -0.324 -0.39 -0.27 0.11
O 2.585 -0.731 0.035 0.04 -0.03 -0.02
H 0.068 4.119 1.807 0.04 0.05 0.00
H -2.318 5.006 4.165 0.00 0.02 0.00
H -3.497 3.353 5.573 0.00 -0.01 0.01
H -3.036 0.928 5.312 0.00 -0.01 0.00
H -1.425 0.180 3.597 -0.01 0.01 0.00
H 3.033 3.154 0.550 0.04 -0.03 0.01
H 5.143 2.977 -0.656 0.00 0.01 -0.01
H 7.062 1.581 -1.330 0.01 0.00 0.00
H 6.860 -0.885 -1.282 0.01 0.00 0.00
H 4.725 -1.956 -0.608 -0.01 -0.02 0.00
C 3.883 -1.294 -4.045 -0.11 -0.08 0.06
N 2.969 -2.138 -3.270 0.12 0.01 -0.09
C 3.131 -3.504 -3.110 -0.02 0.07 0.03
C 2.118 -3.942 -2.346 -0.02 0.10 0.00
N 1.326 -2.833 -2.048 -0.18 -0.10 0.07
C 1.872 -1.728 -2.626 0.04 -0.03 0.03
S 1.286 -0.118 -2.588 -0.10 -0.07 0.10
C 0.095 -2.964 -1.330 0.28 -0.05 -0.09
C -0.742 -4.011 -1.662 -0.06 -0.01 0.10
C -1.853 -4.243 -0.864 0.01 -0.05 -0.08
C -2.085 -3.424 0.228 0.09 0.12 0.06
C -1.224 -2.367 0.455 -0.11 -0.10 -0.08
N -0.153 -2.132 -0.315 0.23 0.21 -0.14
H 3.853 -1.600 -5.088 0.01 0.02 -0.01
H 4.887 -1.405 -3.644 0.01 0.00 -0.03
H 3.566 -0.260 -3.953 0.02 0.00 0.00
H 3.962 -4.031 -3.546 0.01 -0.01 -0.01
H 1.893 -4.919 -1.962 0.00 -0.02 0.00
H -0.522 -4.625 -2.522 -0.02 -0.03 -0.01
H -2.523 -5.059 -1.096 0.00 -0.01 0.01
H -2.918 -3.587 0.896 -0.03 -0.02 -0.02
H -1.377 -1.675 1.271 -0.01 0.00 0.00
S -1.273 0.896 -1.324 -0.08 -0.21 0.11
C -2.839 0.699 -0.576 -0.05 0.16 -0.05
N -3.062 0.656 0.725 0.10 -0.09 0.07
C -4.402 0.690 1.327 0.04 0.01 -0.01
C -5.361 1.373 0.371 -0.03 0.01 0.02
C -5.274 0.697 -0.984 0.04 -0.03 -0.03
N -3.870 0.652 -1.410 0.10 0.05 -0.07
H -2.270 0.775 1.334 0.07 0.00 0.05
H -4.310 1.230 2.268 -0.02 0.01 0.00
H -4.729 -0.327 1.553 -0.01 0.00 -0.02
H -5.102 2.429 0.278 0.00 0.00 0.00
H -6.378 1.311 0.753 0.00 -0.01 0.00
H -5.833 1.238 -1.744 -0.01 0.02 0.02
H -5.667 -0.321 -0.938 -0.02 0.00 0.00
H -3.645 0.715 -2.391 -0.04 -0.03 0.01

=====

Record 4
10
Properties=species:S:1:pos:R:3:forces:R:3 method="wB97M-V/def2-TZVPD" homo_ha=-0.1409 de_lowest_kj_mol=413.10 e_tot_ev=-28922.6623 gap_ev=6.0 spin_multiplicity=1 e_lumo_ev=2.13 total_charge=-1
C 1.664 0.422 -0.001 -1.49 -1.20 -1.54
C -2.083 0.815 0.088 -0.03 2.17 0.49
C 0.922 -0.768 0.125 0.65 1.39 -0.23
O -2.093 0.702 1.317 -0.75 -0.50 1.17
O -2.743 1.557 -0.666 -0.13 -0.79 -0.24
S 1.572 1.934 -0.667 -0.29 -0.57 0.42
S 1.018 -2.255 -0.605 0.26 1.48 0.00
H 2.608 0.143 0.396 1.20 -0.28 0.93
H -1.176 0.343 -0.295 1.06 -1.08 -1.38
H 0.312 -2.892 0.308 -0.49 -0.63 0.38

=====

Record 5
15
Properties=species:S:1:pos:R:3:forces:R:3 method="wB97M-V/def2-TZVPD" homo_ha=-0.3904 de_lowest_kj_mol=85.95 e_tot_ev=-63976.5070 gap_ev=9.5 spin_multiplicity=1 e_lumo_ev=-1.14
C -0.105 -1.069 -0.169 -0.04 0.14 0.58
C 0.329 -1.739 1.145 0.31 -0.25 0.45
N -0.336 -1.895 -1.113 -0.21 -0.90 -0.89
N 0.327 -0.267 -3.008 -0.65 -0.26 0.22
N -0.225 0.250 -0.161 0.25 1.66 -3.16
O -2.073 -0.661 -2.449 -0.68 -0.32 0.11
O -0.810 -2.510 -3.481 0.22 -0.27 -0.18
F 1.394 -2.520 0.971 0.03 -0.01 -0.24
F 0.671 -0.827 2.075 -0.03 0.34 -0.02
F -0.640 -2.480 1.673 -0.24 -0.02 -0.19
P 0.037 1.020 -2.205 -0.29 -2.26 2.97
S -0.868 -1.423 -2.587 0.86 0.89 0.42
Cl 1.579 2.172 -2.080 0.56 0.66 0.03
Cl -1.561 2.109 -2.326 -0.20 0.69 -0.08
H 0.129 0.772 0.628 0.12 -0.09 -0.01

=====

Record 6
10
Properties=species:S:1:pos:R:3:forces:R:3 method="wB97M-V/def2-TZVPD" homo_ha="-0.2953 / -0.2953" de_lowest_kj_mol=657.62 e_tot_ev=-7733.9356 gap_ev="8.9 / 8.9" spin_multiplicity=1 e_lumo_ev="0.82 / 0.82"
C 0.884 -0.652 -0.946 0.90 0.89 2.23
C -1.344 -0.398 0.016 1.89 -0.56 1.41
N -0.301 -0.722 -0.920 1.55 0.19 -0.96
O 0.652 1.420 0.886 0.52 2.12 0.40
O 1.636 0.442 0.714 0.04 -2.62 -2.13
H 1.812 -1.078 -1.352 -0.71 0.57 0.09
H -1.602 -1.441 0.239 -0.67 0.48 0.84
H -2.124 0.024 -0.563 -0.89 0.77 -0.01
H -0.860 0.205 0.896 -1.54 -1.14 -1.63
H 1.248 2.200 1.030 -1.08 -0.69 -0.23